C29H39O5Pt | wB97M-V/def2-TZVPD

```
74
Properties=species:S:1:pos:R:3:forces:R:3:lowdin_spin:R:1
C 0.240657 -0.217284 -7.583171 -0.239 -0.307 -0.059 0.000
C -0.125249 -0.782249 -6.189059 0.496 0.084 -0.290 0.000
C 0.038808 1.320234 -7.477782 0.398 -0.469 -0.101 0.000
C -1.053750 1.466605 -6.403095 -0.643 0.118 0.838 0.000
H -0.269923 1.707847 -8.456404 0.129 -0.002 0.293 0.000
H 0.987064 1.795685 -7.184084 -0.362 -0.142 -0.113 0.000
C -1.311169 0.073885 -5.769000 -0.026 -0.254 -0.253 0.000
H 0.738296 -0.619208 -5.519237 -0.323 -0.173 -0.250 0.000
H -0.353306 -1.854746 -6.261379 0.244 0.453 0.315 0.000
C -1.496645 0.299940 -4.267718 -0.138 -0.020 0.564 0.001
H -2.218529 -0.387429 -6.187900 0.158 0.243 0.062 0.000
H -1.988688 1.805139 -6.872198 0.285 0.053 0.112 0.000
C -0.789201 2.377528 -5.151481 0.187 0.173 0.080 0.000
C 1.576048 -0.755929 -8.071241 1.184 -0.889 0.945 0.000
C -0.571136 -0.839438 -8.722318 -1.584 0.794 -0.993 0.000
O -0.875818 -0.314026 -9.776485 0.090 -0.677 1.424 0.000
O 2.379788 -1.389672 -7.405974 -0.884 1.181 -0.903 0.002
O 1.686389 -0.585839 -9.406490 0.557 0.242 0.697 0.000
O -0.826146 -2.123887 -8.415520 0.572 -0.448 -0.355 0.000
C -0.681377 -3.110759 -9.449120 -0.473 -0.056 0.010 0.000
H -0.308233 -4.006275 -8.938275 -0.185 0.197 -0.206 0.000
H 0.034325 -2.797039 -10.216793 -0.187 0.118 0.190 0.000
H -1.661661 -3.297961 -9.901074 0.283 -0.070 -0.034 0.000
C 2.955499 -0.924642 -9.937341 0.329 -0.032 -0.217 0.000
H 3.721493 -0.326705 -9.430920 0.000 -0.227 -0.220 0.000
H 2.880239 -0.663995 -10.992674 0.213 -0.085 0.082 0.000
H 3.168814 -1.990621 -9.805611 -0.001 0.213 -0.016 0.000
O -1.344601 1.696895 -3.989106 -0.094 0.055 -1.372 0.001
H -0.776692 -0.257256 -3.633013 -0.221 0.137 -0.472 0.000
H -2.514982 -0.003819 -3.963967 0.400 0.187 0.032 0.001
C -1.507927 3.715719 -5.323917 -0.064 -0.053 0.120 0.000
C 0.694007 2.629225 -4.865451 0.030 0.020 0.091 0.000
H 1.141251 3.262233 -5.640915 0.001 -0.131 0.099 0.000
H 1.259542 1.691627 -4.791714 -0.086 0.163 -0.021 0.000
H 0.794193 3.154212 -3.906601 -0.093 -0.182 -0.200 0.000
H -1.421946 4.327603 -4.417904 -0.014 -0.139 -0.165 0.000
H -2.569815 3.549610 -5.545451 0.196 0.059 0.113 0.000
H -1.060309 4.265828 -6.162815 -0.099 -0.086 0.153 0.000
Pt -0.309213 -0.426562 0.498656 -0.106 2.387 0.434 1.099
C -2.356602 -0.356695 1.311171 -1.384 -1.107 -0.378 0.115
C -2.467135 0.041620 -0.076280 -0.060 -0.844 0.651 0.082
C -1.971847 -1.051056 -0.886351 -0.820 -0.254 0.277 0.089
H -2.897622 0.962046 -0.455987 0.370 -0.067 0.145 0.006
C -1.647661 -2.156153 -0.019859 -1.187 -0.167 -0.201 0.149
C -1.883243 -1.744162 1.338664 -0.743 0.428 -0.262 0.127
H -1.736529 -2.354224 2.235351 0.047 0.398 -0.463 0.008
H -2.578422 0.219870 2.208489 0.027 -0.086 -0.453 0.012
H -1.911263 -1.053615 -1.969931 -0.059 -0.048 0.353 0.005
H -1.314144 -3.134325 -0.361172 0.031 0.326 0.213 0.012
C 2.475391 0.834997 0.514875 1.028 0.422 0.729 0.343
C 2.151713 -0.207363 1.557007 -0.494 -0.643 -0.117 0.148
C 1.617690 -1.359924 0.679488 1.737 -1.067 -0.083 0.295
H 2.936847 -0.428029 2.277222 0.575 -0.189 0.092 0.030
C 1.456763 -0.893647 -0.689781 2.717 0.688 0.031 0.197
C 2.146845 0.400982 -0.743442 -0.989 -1.654 -1.460 0.193
H 2.461506 0.833643 -1.687953 -0.364 0.310 0.116 0.011
H 3.048662 1.735321 0.748994 -0.327 -0.247 -0.097 0.024
H 1.596225 -2.396049 1.007950 0.000 0.184 -0.080 0.031
H 1.225856 -1.542130 -1.537931 0.236 0.300 0.193 0.013
C 1.278409 -0.598711 5.421303 0.244 -0.199 0.291 0.037
C 0.110100 0.179497 4.811855 0.451 0.239 -0.732 0.091
C -1.203173 -0.550443 5.080387 -0.256 -0.182 0.253 0.027
C 0.005737 1.550463 5.469914 -0.012 0.277 0.371 0.010
C 0.307909 0.356628 3.348287 -1.325 0.028 2.110 0.532
C 0.844672 0.123405 2.230745 0.575 0.705 -1.780 0.270
H 1.187789 -0.593593 6.513890 0.065 -0.130 0.087 0.012
H 2.242503 -0.141474 5.164987 -0.236 -0.057 -0.022 0.004
H 1.289582 -1.642089 5.079812 -0.008 0.245 -0.022 0.002
H -1.346396 -0.615253 6.166709 -0.089 -0.111 -0.041 0.003
H -2.050701 0.002349 4.660562 0.158 -0.048 0.012 0.005
H -1.221612 -1.562909 4.665663 0.118 0.108 -0.008 0.001
H 0.884859 2.167351 5.259973 -0.133 -0.061 -0.075 0.001
H -0.893469 2.058260 5.107527 0.199 0.079 -0.029 0.006
H -0.079735 1.450037 6.559808 -0.022 -0.010 -0.032 0.000
```
Positions in Å, forces in eV/Å.

## Properties
Frontier orbital gap (alpha / beta) in eV: 2.08 / 5.63
HOMO level (alpha / beta) in eV: -0.1 / -3.6
E_tot in eV: -44181.0895
2S+1: 5
Relative energy (zero: lowest compared OMol25 entry of this formula, charge and spin) in eV: 0.000
⟨S²⟩: 6.026
Charge: -1